No. 1
# C2H4N6

C2H4N6 in the gas phase (ωB97M-V with the def2-TZVPD basis set, OMol25).

```
12
Properties=species:S:1:pos:R:3:lowdin_charge:R:1
H 1.98214 -1.68926 -0.72203 0.043
N 2.28166 -1.97702 0.26769 0.076
C 1.47797 -1.19535 1.14445 -0.060
N 0.46056 -0.46413 0.34451 -0.268
N 0.17810 -0.92817 -0.85279 0.033
N -0.57963 0.04856 -1.43798 0.092
C -0.76163 0.94183 -0.45400 -0.513
N -1.64409 1.94025 -0.52681 0.130
N -0.24613 0.55765 0.74535 0.137
H 1.02909 -1.09700 2.21267 0.141
H -1.79514 2.09720 0.45133 0.093
H -2.38290 1.76544 -1.17240 0.096
```

Calculated values
Spin multiplicity: 1
SMILES: [H]/N=C\n1nnc(N)n1
HOMO-LUMO gap (eV): 8.77
Total charge: 0
Energy above the lowest of the compared OMol25 structures with the same formula, charge and spin (kcal per mole): 60.2
Strongest force on any atom (eV/A): 6.921
HOMO energy (eV): -9.3

=====

No. 2
# C4H9ClN

A molecular structure, C4H9ClN (ωB97M-V with the def2-TZVPD basis set, OMol25).

```
15
Properties=species:S:1:pos:R:3:lowdin_charge:R:1
C -0.73136 1.18164 0.42978 -0.085
C -0.10244 0.59466 -0.71550 -0.189
C -0.15056 -1.70776 0.39528 -0.053
C 0.60799 -0.75189 -0.54483 -0.212
N 0.49308 1.78240 0.03693 0.144
Cl 2.57464 -0.20371 0.46093 0.406
H -1.69490 1.61023 0.28541 0.146
H -0.67912 0.58306 1.36729 0.144
H -0.38992 0.65796 -1.75023 0.168
H -0.15437 -1.01263 1.22389 0.051
H 0.35045 -2.56058 0.62563 0.056
H -1.15118 -2.08397 0.17716 0.122
H 0.92187 -1.24170 -1.41976 0.090
H 0.41250 2.69452 -0.33102 0.173
H 1.28322 1.26023 0.56735 0.038
```

Calculated values
Spin multiplicity: 1
HOMO-LUMO gap (eV): 10.09
Total charge: +1
Energy above the lowest of the compared OMol25 structures with the same formula, charge and spin (kcal per mole): 47.2
Strongest force on any atom (eV/A): 3.743
HOMO energy (eV): -15.4

=====

No. 3
# C21H33N3O2

A molecular structure, C21H33N3O2 (ωB97M-V with the def2-TZVPD basis set, OMol25).

```
59
Properties=species:S:1:pos:R:3:lowdin_charge:R:1
C -2.57124 4.27219 3.44028 -0.087
C -1.86734 3.02543 3.64598 -0.282
C -1.43933 2.34645 2.40061 -0.214
C -2.58899 1.83021 1.41554 -0.142
N -2.27901 1.03906 0.11006 0.063
C -1.82474 1.70241 -1.02025 -0.566
O -2.05173 2.92761 -1.24833 -0.002
N -1.38761 0.79899 -1.91257 -0.014
C -0.95459 -0.58918 -1.74037 -0.191
H -0.21343 -0.52512 -0.93268 0.103
C -0.22535 -1.17392 -2.86381 -0.098
H -1.09435 -1.28934 -3.75341 0.193
H -0.11088 -2.02833 -2.96946 -0.037
C 0.86580 -0.19109 -3.44232 -0.374
C 2.00531 -0.37714 -2.72122 -0.274
C 2.84086 -1.66833 -2.69559 -0.095
C 2.16838 -2.45154 -1.63191 -0.346
O 1.49147 -3.45776 -1.79449 0.058
N 2.52438 -2.34375 -0.12984 -0.059
C 3.58677 -1.20503 0.18645 0.039
H 3.87395 -0.81836 -0.74724 0.033
H 3.11271 -0.52424 0.76510 0.032
H 4.33822 -1.65118 0.88290 0.107
C 2.30631 -3.11574 0.85869 -0.210
C 0.83802 -2.72975 1.67587 -0.056
C 1.16409 -1.75251 2.80101 -0.008
C 0.11572 -1.08746 3.25776 -0.223
C -1.13492 -1.35955 3.06156 -0.045
C -1.23023 -1.94771 1.68061 -0.125
C -0.27658 -2.50102 1.06237 -0.226
H -0.49917 -3.21221 0.24597 0.145
H -2.44758 -2.15277 1.29306 0.185
H -1.93810 -0.81143 3.49169 0.096
H 0.31684 -0.60293 4.20012 0.115
H 2.22421 -1.70482 3.06955 0.112
H 1.82475 -4.13913 0.57059 0.164
H 2.80717 -3.45454 1.49465 -0.002
H 4.01043 -1.51027 -2.52524 0.166
H 2.49938 -2.25646 -3.54954 0.136
H 3.01401 0.30219 -3.04627 0.179
H 1.94780 0.22500 -1.67090 0.177
C 0.67416 1.31784 -3.57868 -0.032
H 0.60518 1.67178 -4.69013 0.142
C -1.05304 1.53490 -3.34278 0.047
H -1.30115 2.40099 -3.13310 -0.021
H -1.85145 1.15355 -3.92360 0.101
H 0.96373 2.02402 -2.96570 0.045
H 0.99218 -0.35888 -4.59052 0.179
H -1.86368 -1.18187 -1.35721 0.153
H -1.47286 0.09542 0.47198 0.203
H -3.21592 1.12498 2.08206 0.127
H -3.15427 2.59709 1.07303 0.052
H -0.97428 3.07379 1.78858 0.089
H -0.65018 1.61107 2.42315 0.085
H -2.33432 2.36730 4.16867 0.031
H -0.71525 3.27455 4.28343 0.198
H -2.85928 4.62194 4.29416 0.026
H -3.47087 3.94260 2.90273 0.106
H -2.06009 4.89202 2.87895 0.044
```

Calculated values
Spin multiplicity: 1
HOMO-LUMO gap (eV): 8.62
Total charge: 0
Energy above the lowest of the compared OMol25 structures with the same formula, charge and spin (kcal per mole): 440.8
Strongest force on any atom (eV/A): 16.994
HOMO energy (eV): -8.3

=====

No. 4
# C2H10N2O

2 unconnected molecules or ions with the total composition C2H10N2O (ωB97M-V with the def2-TZVPD basis set, OMol25).

```
15
Properties=species:S:1:pos:R:3:lowdin_charge:R:1
N 0.42250 -2.02284 -0.73926 -0.016
C -0.76815 -1.18268 -0.51547 -0.320
C -0.50075 0.31167 -0.48520 -0.281
N -1.82125 0.92513 -0.14684 -0.014
H 0.76039 -1.67949 -1.64148 0.059
H 0.17644 -2.96742 -1.02302 0.058
H -1.60509 -1.49855 -1.16160 0.109
H -1.24648 -1.35542 0.45837 0.100
H -0.15293 0.71382 -1.44048 0.109
H 0.22933 0.51804 0.29576 0.086
H -1.81485 1.87346 -0.45780 0.049
H -2.02112 0.57882 0.77782 0.060
O 2.25405 1.65325 1.69792 -0.051
H 1.93397 2.20906 0.98783 0.025
H 3.18329 1.51393 1.53676 0.029
```

Calculated values
Spin multiplicity: 1
SMILES: NCCN.O
HOMO-LUMO gap (eV): 9.94
Total charge: 0
Energy above the lowest of the compared OMol25 structures with the same formula, charge and spin (kcal per mole): 19.9
Strongest force on any atom (eV/A): 2.672
HOMO energy (eV): -9.1

=====

No. 5
# C3H9O2

2 unconnected molecules or ions with the total composition C3H9O2 (ωB97M-V with the def2-TZVPD basis set, OMol25).

```
14
Properties=species:S:1:pos:R:3:lowdin_charge:R:1
C 1.99638 0.84271 0.79833 -0.287
O 1.19028 1.01333 -0.30064 -0.218
H 3.00933 1.19383 0.53382 0.056
H 2.07497 -0.21701 1.10232 0.047
H 1.65342 1.39433 1.68077 0.051
C -1.56892 -0.40483 -0.09971 -0.524
O -1.02506 0.34058 -1.08964 -0.293
C -0.74360 -1.64328 0.33181 -0.128
H -2.58052 -0.79982 -0.37635 0.074
H -1.77276 0.15567 0.85534 0.084
H 0.20323 0.68417 -0.57969 -0.005
H -0.33080 -2.10868 -0.56766 0.063
H -1.37768 -2.38082 0.84580 0.046
H 0.03030 -1.35657 1.03924 0.032
```

Calculated values
Spin multiplicity: 1
HOMO-LUMO gap (eV): 7.71
Total charge: -1
Energy above the lowest of the compared OMol25 structures with the same formula, charge and spin (kcal per mole): 17.5
Strongest force on any atom (eV/A): 1.492
HOMO energy (eV): -3.3

=====

No. 6
# C22H50N3P3SYb

A molecular structure, C22H50N3P3SYb (ωB97M-V with the def2-TZVPD basis set, OMol25).

```
80
Properties=species:S:1:pos:R:3:lowdin_charge:R:1
Yb -0.37345 -2.64678 -0.72577 1.277
P -0.72374 2.94662 0.72824 0.885
P -2.81742 -0.74821 -0.58044 0.753
P 3.20259 1.43717 -0.29987 0.724
H 0.74599 -2.80083 -3.23524 0.108
C 1.26033 -2.72488 -2.23102 -0.178
C 1.34187 -3.83414 -1.43030 -0.145
H 1.03345 -4.82856 -1.78586 0.113
C -0.94045 4.66658 0.22835 -0.202
C -2.21262 2.22798 1.44806 -0.231
C 0.62330 2.70650 1.90431 -0.212
C -3.33366 -2.17211 -1.62276 -0.303
C -4.22748 -0.75714 0.60424 -0.258
C -3.44788 0.59136 -1.66948 -0.254
C 4.68652 0.85117 -1.22184 -0.311
C 4.03201 1.59978 1.34887 -0.318
C 3.32267 3.21013 -0.81775 -0.317
H 1.96155 -1.89730 -2.10962 0.096
H 1.75745 -3.82406 -0.41132 0.071
H -0.97731 5.33634 1.08926 0.074
H -1.87754 4.77181 -0.33336 0.074
H -0.10376 4.96406 -0.41765 0.065
H -2.42249 2.72442 2.40649 0.081
H -2.02009 1.15602 1.63130 0.029
H -3.07217 2.35698 0.77390 0.055
H 0.41767 3.25282 2.83560 0.084
H 1.58320 3.05686 1.50781 0.023
H 0.70257 1.63994 2.15514 0.048
H -4.39128 -1.99342 -1.85809 0.074
H -3.26585 -3.13909 -1.09079 0.048
H -2.77962 -2.22252 -2.57606 0.023
H -5.16357 -0.67711 0.03260 0.064
H -4.15276 0.09942 1.28900 0.038
H -4.23691 -1.68526 1.19358 0.048
H -4.53392 0.68297 -1.54642 0.069
H -3.20338 0.38456 -2.71763 0.027
H -2.97804 1.54579 -1.39762 0.023
H 5.51041 1.55876 -1.06157 0.057
H 4.44911 0.78231 -2.29075 0.041
H 4.96726 -0.14333 -0.85416 0.034
H 4.40098 2.62447 1.48671 0.054
H 4.87014 0.89491 1.40922 0.044
H 3.31223 1.36915 2.14409 0.004
H 4.36128 3.54261 -0.66327 0.058
H 2.64116 3.82849 -0.22294 0.016
H 3.04574 3.30616 -1.87709 0.030
C -0.78987 1.34319 -3.39428 -0.643
C -1.59636 2.04598 -4.31226 -0.064
C -2.31796 1.34460 -5.28248 -0.027
C -2.29219 -0.05802 -5.31044 -0.032
C -1.43991 -0.75414 -4.45415 -0.099
C -0.61915 -0.04880 -3.57859 -0.150
S 0.21064 2.10679 -2.20328 0.813
H -0.50789 2.38990 -0.89437 -0.191
H -1.59935 3.13800 -4.26954 0.125
H -2.89652 1.87584 -6.03689 0.130
H -2.87220 -0.59807 -6.07156 0.135
H -1.37888 -1.84630 -4.46916 0.106
H 0.12628 -0.56775 -2.97996 0.048
C 3.28231 -1.85359 2.61548 -0.019
N 1.95076 -1.98361 3.18286 -0.119
C 1.88980 -2.37842 4.57947 -0.024
C 0.87844 -2.09188 2.35291 -0.388
N 0.99148 -2.03235 1.01848 -0.014
N -0.35736 -2.33357 2.92189 -0.140
C -0.84516 -1.54085 4.05192 -0.038
C -1.37716 -2.82856 1.98832 -0.093
H 4.01476 -1.95871 3.41973 0.109
H 3.40515 -0.86933 2.14609 0.062
H 3.48059 -2.62873 1.86515 0.104
H 1.58204 -1.54256 5.21676 0.096
H 1.20495 -3.21489 4.74282 0.106
H 2.88956 -2.68532 4.90312 0.105
H 1.91376 -1.67294 0.75501 0.038
H -1.83043 -1.10818 3.82215 0.095
H -0.96259 -2.14952 4.96153 0.109
H -0.17800 -0.70406 4.29223 0.093
H -1.56493 -2.05279 1.20186 -0.026
H -1.03882 -3.78388 1.54145 0.093
H -2.32990 -2.97886 2.50967 0.116
```

Calculated values
Spin multiplicity: 2
HOMO-LUMO gap (spin up / spin down) (eV): 6.21 / 5.01
Total charge: +3
Strongest force on any atom (eV/A): 6.139
⟨S²⟩: 0.769
HOMO energy (spin up / spin down) (eV): -15.7 / -15.6